No. 1
{"formula": "C4H4O5Tb", "method": "ωB97M-V/def2-TZVPD", "orbital_gap_ha": [0.214, 0.179], "lumo_energy_ha": [-0.020, -0.047], "multiplicity": 8, "e_above_lowest_kcal_mol": 17.6, "homo_ev": [-6.37, -6.14], "elements": ["O", "H", "O", "C", "C", "O", "C", "H", "H", "H", "Tb", "C", "O", "O"], "xyz": [[-0.258, -0.395, -0.661], [0.534, -0.065, 3.175], [-0.513, -0.863, 1.597], [0.497, 0.010, 2.080], [0.051, 1.398, 1.586], [-1.131, 1.134, 0.844], [-1.093, -0.249, 0.433], [1.486, -0.261, 1.677], [0.821, 1.868, 0.954], [-0.195, 2.085, 2.407], [-2.216, -1.331, -1.575], [0.673, -1.079, -4.129], [1.779, -0.831, -4.375], [-0.435, -1.421, -4.014]], "atomic_forces_ev_per_a": [[-1.90, -1.03, -1.03], [-0.06, -0.01, -0.24], [-0.30, -0.42, -0.25], [0.15, -0.01, 0.03], [0.11, 0.11, 0.01], [-0.47, -0.10, -0.37], [0.61, 0.17, -0.30], [-0.26, 0.05, 0.04], [-0.19, -0.14, 0.11], [0.01, -0.17, -0.20], [2.39, 1.49, 1.95], [1.08, -0.31, -0.87], [-0.89, 0.10, 0.57], [-0.28, 0.26, 0.56]], "mulliken_charge": [-0.637, 0.258, -0.432, -0.299, -0.301, -0.423, -0.186, 0.193, 0.195, 0.256, 1.300, 0.812, -0.321, -0.414]}

***

No. 2
{"formula": "C3H4Br2N3O2", "method": "ωB97M-V/def2-TZVPD", "charge": 1, "orbital_gap_ha": 0.288, "lumo_energy_ha": -0.220, "smiles": "[H]/N=C(Br)/C(=C(/N)Br)[N+](=O)O", "e_above_lowest_kcal_mol": 0.0, "homo_ev": -13.82, "elements": ["H", "N", "C", "Br", "C", "C", "N", "Br", "N", "O", "O", "H", "H", "H"], "xyz": [[1.571, -2.273, 2.273], [1.324, -1.896, 1.408], [0.606, -0.893, 1.318], [-0.126, 0.385, 2.859], [0.076, -0.275, 0.080], [0.632, 0.959, -0.342], [0.337, 1.699, -1.374], [2.153, 1.655, 0.807], [-1.072, -0.731, -0.418], [-1.621, -1.692, 0.007], [-1.726, -0.091, -1.442], [0.933, 2.473, -1.678], [-0.598, 1.396, -1.843], [-2.489, -0.715, -1.656]], "atomic_forces_ev_per_a": [[0.54, -0.47, 1.88], [-1.50, 1.59, -2.08], [-0.30, 0.11, 1.49], [0.38, -1.61, -0.87], [0.56, 1.55, -0.33], [2.51, 1.30, 0.93], [-2.20, -1.40, -0.28], [-1.56, -0.76, -1.98], [-0.51, -0.67, 0.09], [-0.55, -1.10, 0.42], [-0.07, -0.18, -0.25], [-0.57, -0.26, 0.22], [2.33, 1.15, 0.38], [0.95, 0.77, 0.37]], "nbo_charge": [0.404, -0.512, 0.314, -0.065, -0.180, 0.366, -0.701, 0.194, 0.493, -0.270, -0.517, 0.467, 0.464, 0.545]}

***

No. 3
{"formula": "C22H33N3O3S", "method": "ωB97M-V/def2-TZVPD", "orbital_gap_ha": 0.235, "lumo_energy_ha": -0.043, "e_above_lowest_kcal_mol": 558.6, "homo_ev": -7.58, "elements": ["C", "H", "H", "H", "C", "N", "C", "C", "N", "S", "O", "O", "C", "C", "C", "C", "C", "C", "C", "C", "H", "H", "H", "H", "H", "H", "H", "C", "C", "H", "H", "H", "H", "H", "H", "H", "H", "H", "C", "O", "N", "H", "C", "H", "C", "C", "C", "C", "C", "C", "H", "H", "H", "H", "H", "H", "H", "H", "H", "H", "H", "H"], "xyz": [[3.668, 2.686, -0.506], [4.177, 1.670, -0.740], [4.196, 3.172, 0.054], [3.679, 3.099, -1.512], [2.528, 2.365, 0.031], [1.409, 1.746, -0.576], [1.763, 0.504, -0.902], [2.343, 0.078, -2.415], [1.558, 0.791, -3.371], [0.439, 0.031, -4.293], [-0.360, 0.829, -5.092], [1.056, -1.315, -4.619], [-0.650, -0.531, -3.169], [-2.087, 0.156, -2.997], [-3.039, -0.207, -2.130], [-2.992, -0.850, -0.915], [-3.957, -1.047, -0.220], [-5.246, -0.431, -0.356], [-5.496, 0.258, -1.576], [-4.392, 0.636, -2.250], [-4.359, 1.142, -3.141], [-6.435, 0.928, -1.494], [-6.235, -0.684, 0.298], [-4.065, -1.712, 0.791], [-2.125, -1.757, -0.848], [-2.154, 0.977, -3.772], [-0.421, -1.313, -2.571], [1.072, 2.170, -3.070], [0.600, 2.459, -1.562], [-0.411, 1.982, -1.716], [0.385, 3.317, -1.383], [2.216, 2.738, -3.116], [0.475, 2.632, -3.837], [3.447, 0.652, -2.422], [2.434, -0.818, -2.701], [0.553, -0.315, -0.977], [2.416, -0.242, -0.331], [1.776, 3.643, 0.390], [2.411, 1.741, 1.545], [3.393, 1.593, 2.244], [1.239, 1.596, 1.982], [0.346, 1.659, 1.626], [1.162, 0.629, 3.309], [2.162, 0.794, 3.813], [0.888, -0.993, 2.990], [0.940, -1.670, 4.021], [0.787, -3.097, 3.793], [-0.511, -3.306, 3.007], [-0.684, -2.727, 1.830], [-0.480, -1.124, 2.325], [-1.296, -0.831, 2.780], [-0.498, -0.604, 1.217], [-1.660, -2.838, 1.167], [0.182, -2.801, 1.143], [-0.722, -4.332, 2.823], [-1.592, -2.976, 3.832], [0.830, -3.807, 4.801], [1.553, -3.516, 3.350], [1.777, -1.577, 4.688], [-0.006, -1.081, 4.793], [1.781, -1.249, 2.150], [0.231, 1.080, 3.785]], "atomic_forces_ev_per_a": [[3.08, -5.93, -10.25], [0.03, 1.29, 0.59], [6.18, 5.31, 6.18], [-0.49, 0.52, 0.05], [-11.91, 2.95, 7.91], [-0.08, 2.17, -1.32], [-2.44, -10.15, -3.72], [1.49, 11.22, 3.84], [-2.65, 2.02, -2.14], [2.66, -7.89, 2.94], [-0.24, 3.09, -3.45], [-0.56, 3.83, -0.67], [-9.13, 4.38, 1.41], [9.90, -1.41, -4.77], [-6.84, 4.09, 2.44], [12.45, -3.78, -7.50], [-13.14, -2.54, 11.78], [-1.90, -1.38, -0.91], [-1.57, 2.40, 4.03], [4.52, -4.24, -0.75], [-0.44, 1.80, -1.84], [1.28, -1.44, -1.12], [3.02, 0.53, -1.27], [1.28, 1.29, -2.57], [-1.63, 2.96, 0.22], [-0.56, -1.10, 1.15], [0.82, -2.34, 1.68], [6.33, 2.48, 2.17], [0.80, -12.84, -5.03], [0.60, -0.16, 1.37], [-1.47, 10.64, 2.30], [-3.11, -0.87, -0.18], [-0.30, -0.33, -0.18], [-2.43, -1.70, -0.26], [0.57, -7.26, -1.41], [3.10, 2.25, 0.49], [-0.83, 2.13, 0.58], [2.26, -2.81, -0.70], [4.73, 2.62, -3.25], [1.33, -0.43, -0.23], [-2.93, -4.23, 6.15], [-1.37, 0.41, -1.89], [-0.67, 0.92, -1.87], [-1.56, -0.20, -0.29], [1.24, 11.49, -14.70], [-0.82, -5.34, 15.82], [-5.37, -1.88, 4.46], [-3.16, -5.15, 8.66], [-0.74, 8.12, -6.70], [3.70, -1.87, -8.78], [-3.84, 1.55, 3.02], [0.24, -0.53, 2.76], [1.84, -0.03, 1.82], [-0.39, -0.50, 0.11], [0.10, -1.66, 0.80], [3.26, -0.89, -2.22], [-0.73, 2.11, -2.16], [4.14, -1.58, -3.04], [0.89, 0.62, 0.16], [2.26, -2.32, -1.67], [-2.23, 0.46, 1.89], [1.40, -0.86, 0.09]], "nbo_charge": [-0.648, 0.204, 0.231, 0.226, 0.049, -0.535, -0.175, -0.190, -0.679, 2.320, -0.916, -0.930, -0.548, -0.147, -0.110, -0.194, -0.219, -0.156, -0.257, -0.139, 0.200, 0.226, 0.226, 0.217, 0.201, 0.242, 0.207, -0.235, -0.186, 0.203, 0.188, 0.167, 0.251, 0.164, 0.214, 0.127, 0.251, 0.099, 0.668, -0.657, -0.615, 0.415, -0.207, 0.256, -0.231, -0.398, -0.390, -0.365, -0.404, -0.386, 0.190, 0.198, 0.220, 0.205, 0.209, 0.141, 0.209, 0.207, 0.229, 0.156, 0.203, 0.196]}

***

No. 4
{"formula": "C3H4OS", "method": "ωB97M-V/def2-TZVPD", "orbital_gap_ha": [0.283, 0.274], "lumo_energy_ha": [-0.005, -0.006], "e_above_lowest_kcal_mol": 95.3, "homo_ev": [-7.83, -7.60], "elements": ["C", "C", "C", "O", "S", "H", "H", "H", "H"], "xyz": [[-2.518, 0.641, 0.846], [-0.330, -0.633, 0.472], [0.837, -0.151, -0.200], [-2.946, 1.747, 0.743], [-0.872, -2.059, 0.895], [-2.891, -0.219, 1.437], [1.205, 0.780, 0.109], [0.553, -0.269, -1.168], [1.657, -0.697, 0.116]], "atomic_forces_ev_per_a": [[0.88, 2.18, -0.36], [-3.01, -0.42, 1.32], [0.05, 0.35, 2.44], [0.73, -2.31, 0.13], [0.32, 0.52, 0.01], [-0.24, -0.41, 0.01], [-0.48, 2.11, -0.15], [0.02, 0.10, -3.32], [1.73, -2.13, -0.08]], "nbo_charge": [0.418, -0.131, -0.751, -0.480, 0.085, 0.133, 0.241, 0.256, 0.228]}

***

No. 5
{"formula": "C4H13N3", "method": "ωB97M-V/def2-TZVPD", "charge": 1, "orbital_gap_ha": [0.351, 0.157], "lumo_energy_ha": [-0.126, -0.317], "multiplicity": 2, "e_above_lowest_kcal_mol": 29.5, "homo_ev": [-12.97, -12.91], "elements": ["N", "C", "C", "C", "N", "C", "N", "H", "H", "H", "H", "H", "H", "H", "H", "H", "H", "H", "H", "H"], "xyz": [[-1.024, -1.328, 1.418], [-0.391, -0.545, 0.387], [-1.125, 0.777, 0.107], [-1.120, 1.135, -1.390], [0.160, 1.035, -2.016], [1.116, -0.325, 0.634], [1.807, -1.560, 0.867], [-0.366, -2.057, 1.689], [-1.144, -0.816, 2.289], [-0.576, -1.123, -0.537], [-0.749, 1.613, 0.710], [-2.199, 0.674, 0.269], [-1.806, 0.455, -1.903], [-1.439, 2.167, -1.583], [1.048, 0.908, -1.522], [0.333, 1.826, -2.655], [1.709, 0.326, -0.041], [1.091, 0.294, 1.535], [2.387, -1.558, 1.675], [2.285, -1.897, 0.068]], "atomic_forces_ev_per_a": [[0.31, -0.02, 0.82], [-0.45, 0.13, -1.42], [-0.19, -0.12, -0.38], [0.70, -0.05, 0.94], [0.56, 2.53, -0.27], [-0.01, 0.53, 0.90], [-0.88, 0.18, 0.24], [-0.17, -0.25, -0.31], [-0.14, 0.32, -0.20], [0.48, -0.15, 0.09], [-0.01, -0.08, -0.14], [0.08, -0.14, 0.59], [-0.19, -0.05, -0.29], [-0.35, -0.17, -0.17], [-0.31, -1.14, 0.40], [-0.24, -0.81, -0.55], [-0.49, -0.09, -0.36], [0.34, -0.18, 0.30], [0.47, -0.03, 0.37], [0.48, -0.42, -0.55]], "nbo_charge": [-0.809, -0.064, -0.415, -0.283, -0.282, -0.235, -0.830, 0.387, 0.358, 0.179, 0.230, 0.261, 0.302, 0.270, 0.415, 0.407, 0.139, 0.207, 0.388, 0.375]}

***

No. 6
{"formula": "C3H6NO2", "method": "ωB97M-V/def2-TZVPD", "charge": -1, "orbital_gap_ha": 0.303, "lumo_energy_ha": 0.158, "e_above_lowest_kcal_mol": 27.8, "homo_ev": -3.97, "elements": ["O", "C", "O", "H", "C", "C", "N", "H", "H", "H", "H", "H"], "xyz": [[0.133, -2.142, 0.825], [0.356, -1.584, 1.926], [0.348, -0.358, 2.156], [0.624, -2.266, 2.768], [-0.462, 1.574, -0.125], [0.132, 0.539, -0.730], [0.062, 0.283, -2.104], [-0.906, 2.408, -0.665], [-0.326, 1.679, 0.934], [0.588, -0.206, -0.097], [-0.754, 0.729, -2.485], [0.206, -0.655, -2.403]], "atomic_forces_ev_per_a": [[0.04, -0.42, 0.20], [0.00, 0.38, -0.82], [0.11, -0.15, 0.61], [-0.03, -0.09, 0.27], [0.66, 0.30, -0.44], [-0.69, 0.11, 0.30], [0.20, 1.01, 0.31], [-0.20, -0.17, -0.13], [-0.08, -0.11, 0.25], [0.17, -0.15, -0.17], [-0.06, -0.19, -0.47], [-0.12, -0.52, 0.09]], "nbo_charge": [-0.804, 0.622, -0.789, -0.002, -0.567, 0.012, -0.840, 0.152, 0.232, 0.256, 0.355, 0.374]}

***

No. 7
{"formula": "C2F4", "method": "ωB97M-V/def2-TZVPD", "orbital_gap_ha": 0.400, "lumo_energy_ha": 0.029, "smiles": "FC(F)=C(F)F", "e_above_lowest_kcal_mol": 0.2, "homo_ev": -10.08, "elements": ["F", "C", "F", "C", "F", "F"], "xyz": [[1.395, 1.099, -0.004], [0.663, -0.010, -0.003], [1.370, -1.113, 0.004], [-0.652, 0.006, 0.006], [-1.396, -1.100, -0.005], [-1.375, 1.117, 0.003]], "atomic_forces_ev_per_a": [[-0.20, -0.48, 0.00], [0.05, 0.56, 0.05], [0.20, -0.09, -0.02], [-0.71, -0.18, -0.08], [0.40, 0.62, 0.04], [0.26, -0.43, 0.01]], "nbo_charge": [-0.288, 0.575, -0.280, 0.570, -0.290, -0.286]}

***

No. 8
{"formula": "C6H10O", "method": "ωB97M-V/def2-TZVPD", "orbital_gap_ha": 0.391, "lumo_energy_ha": 0.038, "e_above_lowest_kcal_mol": 17.8, "homo_ev": -9.59, "elements": ["C", "C", "C", "C", "C", "C", "O", "H", "H", "H", "H", "H", "H", "H", "H", "H", "H"], "xyz": [[-0.257, -0.750, -1.939], [-0.012, -0.157, -0.583], [-0.456, 1.240, -0.106], [0.849, 1.040, 0.675], [0.419, -0.020, 1.701], [-0.338, -0.955, 0.697], [1.377, 0.231, -0.397], [0.189, -1.752, -1.978], [0.223, -0.132, -2.704], [-1.324, -0.830, -2.171], [-1.366, 1.238, 0.503], [-0.474, 2.032, -0.851], [1.511, 1.857, 0.971], [-0.224, 0.399, 2.481], [1.284, -0.483, 2.178], [0.024, -1.987, 0.679], [-1.425, -0.971, 0.844]], "atomic_forces_ev_per_a": [[-0.01, -0.09, -0.05], [-0.28, -0.23, -0.26], [-0.22, 0.15, -0.05], [0.04, 0.28, 0.35], [-0.07, -0.05, 0.10], [0.14, -0.08, 0.09], [0.07, 0.01, -0.02], [-0.12, 0.16, -0.05], [-0.12, -0.06, 0.11], [0.12, -0.01, 0.12], [0.07, 0.25, -0.22], [0.25, -0.09, -0.07], [-0.16, -0.16, 0.05], [0.04, -0.08, -0.08], [-0.09, -0.09, -0.12], [0.10, 0.17, -0.02], [0.25, -0.09, 0.12]], "nbo_charge": [-0.628, 0.254, -0.438, 0.082, -0.422, -0.426, -0.533, 0.219, 0.226, 0.218, 0.194, 0.218, 0.197, 0.205, 0.217, 0.214, 0.204]}

***

No. 9
{"formula": "C4H13NSi", "method": "ωB97M-V/def2-TZVPD", "orbital_gap_ha": 0.318, "lumo_energy_ha": 0.033, "e_above_lowest_kcal_mol": 75.4, "homo_ev": -7.78, "elements": ["C", "C", "C", "C", "N", "Si", "H", "H", "H", "H", "H", "H", "H", "H", "H", "H", "H", "H", "H"], "xyz": [[-1.329, -1.044, 1.068], [-2.018, 0.629, -0.732], [0.647, 1.099, 0.308], [-1.091, -0.419, -0.258], [2.603, -0.339, -1.205], [2.211, 0.002, 0.513], [-0.585, -1.897, 1.331], [-2.309, -1.594, 1.001], [-1.355, -0.402, 1.908], [-3.098, 0.305, -0.508], [-1.876, 0.948, -1.740], [-2.002, 1.469, -0.027], [0.422, 1.638, -0.604], [0.023, 1.559, 1.184], [-0.619, -1.005, -1.044], [3.392, -0.719, -1.643], [1.941, 0.110, -1.780], [3.282, 0.882, 1.025], [1.760, -1.222, 1.204]], "atomic_forces_ev_per_a": [[0.07, -3.48, -0.60], [-2.31, -0.23, 2.06], [-2.68, -2.05, 0.90], [3.30, 2.27, 0.79], [-1.06, 0.29, 2.86], [-1.18, 1.21, -2.62], [-0.99, 1.58, -0.62], [0.50, 0.46, 0.27], [-0.15, 0.96, 0.66], [1.07, 0.01, -0.98], [-0.02, 0.17, -0.56], [0.35, 0.25, -0.40], [0.52, 0.30, -0.07], [1.43, -1.00, -1.53], [-0.10, -0.19, 0.31], [0.92, -0.38, -0.45], [-0.41, 0.29, -1.05], [0.21, -0.51, 0.61], [0.51, 0.07, 0.42]], "nbo_charge": [-0.666, -0.671, -0.917, -0.052, -1.287, 1.289, 0.225, 0.207, 0.217, 0.206, 0.223, 0.216, 0.204, 0.216, 0.205, 0.392, 0.384, -0.194, -0.196]}